70
Properties=species:S:1:pos:R:3:forces:R:3:mulliken_charge:R:1 method="wB97M-V/def2-TZVPD" homo_lumo_gap_ev=8.09 charge=+1 lumo_ev=-3.2
Hf -0.317 -0.108 -0.096 1.920 0.239 0.379 1.741
C -1.421 -0.894 -3.616 -0.058 -0.294 0.089 -1.478
C -1.063 0.527 -3.332 0.003 -0.137 -0.341 0.895
C -1.353 1.460 -4.328 0.189 0.101 0.242 -0.838
C -1.218 2.812 -4.084 0.096 -0.251 0.144 -0.890
C -0.787 3.205 -2.828 0.205 -0.005 0.316 -0.608
C -0.476 2.236 -1.886 0.045 0.373 0.406 -0.438
N -0.575 0.919 -2.131 -0.027 0.447 -0.556 1.058
Sb 0.170 3.178 0.042 0.954 0.188 -0.043 1.133
C 2.043 2.156 -0.487 -0.239 0.770 0.125 0.199
C 3.172 2.859 -0.870 -0.137 -0.101 0.108 -1.215
C 4.372 2.182 -1.013 -0.133 -0.126 0.072 -0.518
C 4.393 0.839 -0.695 -0.186 0.220 -0.051 -1.084
C 3.217 0.188 -0.325 0.230 -0.246 0.018 0.715
C 3.305 -1.241 0.102 -0.029 -0.051 0.025 -0.986
N 2.036 0.828 -0.281 0.024 -0.019 -0.437 0.717
C 0.329 2.027 1.964 -0.015 0.647 -0.421 0.185
C 0.060 2.777 3.099 0.139 0.036 -0.343 -0.967
C 0.062 2.147 4.334 0.070 -0.286 -0.166 -0.617
C 0.406 0.808 4.380 0.017 0.317 -0.171 -1.059
C 0.699 0.126 3.203 0.091 -0.318 0.228 0.769
C 1.169 -1.290 3.293 0.013 0.007 -0.098 -0.757
N 0.605 0.716 1.999 -0.550 0.130 0.241 0.390
H -2.512 -0.947 -3.659 0.064 -0.055 -0.031 0.321
H -1.102 -1.596 -2.854 0.005 0.067 -0.158 -0.150
H -1.044 -1.195 -4.589 0.119 -0.013 -0.088 0.603
H -1.706 1.116 -5.286 -0.118 -0.139 -0.043 0.563
H -1.483 3.534 -4.839 0.002 0.132 -0.089 0.450
H -0.719 4.252 -2.554 -0.075 -0.032 -0.050 0.499
H 3.100 3.925 -1.029 0.061 0.077 -0.021 0.508
H 5.269 2.701 -1.314 0.117 0.019 -0.045 0.466
H 5.317 0.285 -0.716 0.094 -0.135 0.010 0.542
H 4.165 -1.359 0.760 -0.055 -0.041 0.093 0.605
H 3.466 -1.897 -0.753 -0.084 -0.086 -0.015 0.286
H 2.399 -1.547 0.620 0.201 -0.124 -0.007 -0.311
H -0.172 3.830 2.997 -0.020 -0.010 0.076 0.471
H -0.199 2.682 5.234 0.010 0.085 0.092 0.463
H 0.452 0.282 5.320 0.041 -0.093 0.084 0.555
H 2.141 -1.309 3.790 0.019 -0.032 -0.002 0.425
H 1.263 -1.749 2.313 0.029 -0.034 0.173 -0.490
H 0.477 -1.879 3.892 -0.001 -0.104 -0.004 0.363
O -5.029 2.926 -2.193 0.347 -0.290 0.169 -0.492
C -4.207 2.224 -1.676 -0.511 0.477 -0.327 0.130
C -3.945 0.739 -1.989 -0.381 -0.528 -0.669 0.146
O -4.344 0.146 -2.964 -0.007 0.275 0.520 -0.597
C -2.948 0.290 -0.995 0.261 0.597 0.762 0.563
C -2.599 1.377 -0.196 -1.644 -0.410 -0.864 0.206
O -1.590 1.268 0.634 -0.684 0.675 0.238 -0.138
C -3.135 2.620 -0.676 0.561 0.588 0.359 0.468
O -2.632 3.718 -0.454 -0.738 -0.426 0.019 -0.711
O -2.238 -0.785 -0.917 -0.081 0.188 -0.079 -0.815
B 0.104 -3.549 0.290 0.185 0.104 0.209 -0.171
N -1.096 -2.786 0.869 -0.332 -0.753 -0.022 -0.548
C -2.255 -3.329 1.224 -0.108 0.334 0.080 -0.183
C -2.986 -2.394 1.944 0.222 0.125 -0.015 -1.467
C -2.174 -1.275 1.981 -0.266 -0.271 0.455 -0.297
N -1.015 -1.527 1.340 -0.337 -0.452 0.456 0.479
N 0.548 -2.930 -1.053 -0.048 -0.745 -0.390 -0.017
C 1.065 -3.643 -2.049 -0.079 0.296 -0.080 -0.566
C 1.610 -2.776 -2.983 0.068 0.356 0.159 -1.305
C 1.386 -1.518 -2.455 0.179 -0.161 -0.158 -0.511
N 0.735 -1.615 -1.276 0.347 -0.560 -0.624 1.310
H -0.223 -4.665 0.094 -0.098 -0.380 -0.099 -0.144
H 1.022 -3.459 1.047 0.250 0.032 0.270 0.049
H -2.495 -4.341 0.969 0.041 -0.208 -0.085 0.542
H -3.959 -2.529 2.369 -0.176 0.047 0.128 0.487
H -2.356 -0.324 2.457 0.052 0.036 -0.144 0.570
H 1.023 -4.713 -2.050 -0.063 -0.211 0.121 0.533
H 2.096 -3.033 -3.901 0.101 0.004 -0.189 0.555
H 1.664 -0.564 -2.869 -0.093 0.138 0.055 0.406